# C34H37MoN5S

C34H37MoN5S as an isolated structure (ωB97M-V with the def2-TZVPD basis set, the OMol25 dataset).

Results
HOMO (spin up / spin down) ... -6.43 / -7.16 eV

The geometry in ORCA input format:
```
! wB97M-V def2-TZVPD RIJCOSX def2/J DEFGRID3
* xyz 0 3
Mo -0.14128 -0.15794 -0.50101
C 4.36689 0.94390 1.07083
N 2.98079 1.35903 1.03205
C 2.84996 2.73044 0.56853
C 2.18614 1.00413 2.14345
C 2.75809 0.55633 3.33692
C 1.97986 0.18991 4.42458
C 0.59915 0.26925 4.34827
C 0.01612 0.69383 3.16601
C 0.78086 1.04849 2.05983
N 0.12475 1.35239 0.83219
C -0.68545 2.46741 0.75260
C -0.72236 3.47995 1.72347
C -1.53052 4.59083 1.56239
C -2.31983 4.74106 0.43047
C -2.27922 3.75642 -0.54592
C -1.48596 2.63440 -0.38664
N -1.37877 1.61470 -1.43782
C -2.70010 1.21273 -1.96083
C -0.56642 2.16335 -2.54475
H 4.96657 1.49728 1.81043
H 4.81063 1.12293 0.09124
H 4.43339 -0.12169 1.28745
H 3.38256 3.43654 1.22450
H 1.80626 3.02424 0.52240
H 3.27655 2.81384 -0.43432
H 3.83315 0.50600 3.42666
H 2.45997 -0.14798 5.33404
H -0.01935 -0.01839 5.18806
H -1.06231 0.72439 3.06608
H -0.11156 3.37477 2.60994
H -1.54171 5.35152 2.33286
H -2.95411 5.60751 0.30541
H -2.88006 3.86984 -1.43940
H -3.19575 2.04211 -2.47195
H -3.31738 0.86583 -1.13657
H -2.56611 0.40089 -2.67562
H -1.03008 3.06371 -2.95936
H -0.47628 1.41874 -3.33504
H 0.42644 2.41676 -2.17207
C 0.56022 -1.21370 -3.68970
C -0.57943 -2.00654 -3.12710
C -1.07431 -3.06870 -3.91840
C -2.11710 -3.81571 -3.48031
C -2.71154 -3.52082 -2.23323
C -3.80285 -4.26259 -1.73917
C -4.34210 -3.94386 -0.52450
C -3.81232 -2.88793 0.23002
C -2.74250 -2.13693 -0.21420
S -2.11115 -0.85482 0.78924
C -2.17060 -2.44987 -1.48248
N -1.09755 -1.71307 -1.94776
H 1.41018 -1.87063 -3.88311
H 0.88434 -0.43118 -3.00934
H 0.26044 -0.77082 -4.64274
H -0.59734 -3.26842 -4.86878
H -2.50647 -4.63624 -4.07123
H -4.19589 -5.07730 -2.33402
H -5.17885 -4.50842 -0.13381
H -4.23781 -2.64585 1.19516
C 0.97907 -3.61177 0.27183
C 2.15290 -3.25052 -0.59544
C 3.08695 -4.20840 -0.96513
C 4.18603 -3.87800 -1.74505
C 4.36822 -2.56540 -2.15293
C 3.45654 -1.57794 -1.80697
C 3.66206 -0.15312 -2.24642
C 2.32997 -1.92596 -1.03984
N 1.40772 -0.95246 -0.70816
H 1.12370 -4.59584 0.71739
H 0.04811 -3.63459 -0.29958
H 0.83787 -2.87740 1.06657
H 2.95410 -5.22886 -0.62466
H 4.90565 -4.63841 -2.01974
H 5.23914 -2.29920 -2.74133
H 4.72607 0.07165 -2.33039
H 3.20182 0.53422 -1.53678
H 3.21369 0.03032 -3.22727
*
```

---

# C17H28N4O3

A single C17H28N4O3 molecule (ωB97M-V with the def2-TZVPD basis set, the OMol25 dataset).

Results
HOMO ... -7.56 eV
SMILES ... CCCCCCn1c(O)c(/C=N/N2CCCCCC2)c(=O)[nH]c1=O

The geometry in ORCA input format:
```
! wB97M-V def2-TZVPD RIJCOSX def2/J DEFGRID3
* xyz 0 1
C -0.46553 1.48356 3.63729
C -0.06810 0.01934 3.49816
C 1.42554 -0.13520 3.22139
C 1.81998 -1.59728 2.99886
C 3.20816 -1.76368 2.37004
H 3.64584 -2.71069 2.69001
H 3.86850 -0.96206 2.70393
C 3.18496 -1.78353 0.83872
N 2.66658 -0.54476 0.27768
C 1.35777 -0.43550 -0.09547
C 0.81639 0.76147 -0.50870
C -0.57636 0.88953 -0.87390
N -1.35467 -0.13213 -0.81182
N -2.63535 -0.13892 -1.17016
C -3.32501 1.07708 -1.54876
H -2.74380 1.55774 -2.34451
C -4.73858 0.81523 -2.05107
C -4.77743 -0.03330 -3.32234
C -3.91902 -1.29704 -3.23904
C -4.06773 -2.03494 -1.90960
C -3.38470 -1.29241 -0.73632
H -2.67275 -1.95675 -0.24300
H -4.12740 -0.99465 0.01411
H -5.12704 -2.17851 -1.69291
H -3.61825 -3.02319 -2.01386
H -2.86841 -1.04252 -3.38401
H -4.20704 -1.96786 -4.05068
H -4.43646 0.56513 -4.16963
H -5.81616 -0.31138 -3.51435
H -5.20346 1.78186 -2.25646
H -5.32773 0.33702 -1.26865
H -3.36201 1.77017 -0.69271
H -0.87626 1.88437 -1.18575
C 1.64652 1.94101 -0.57164
O 1.29709 3.05605 -0.89891
N 2.97267 1.70414 -0.20849
C 3.53435 0.53453 0.22715
O 4.69826 0.44557 0.54165
H 3.59633 2.50255 -0.24853
O 0.63445 -1.54761 -0.03653
H -0.29206 -1.28384 -0.33576
H 4.20459 -1.90314 0.46525
H 2.55833 -2.59821 0.47603
H 1.79698 -2.11017 3.96262
H 1.08029 -2.08020 2.35771
H 1.67603 0.46520 2.34637
H 1.99577 0.26848 4.06131
H -0.63145 -0.42827 2.67527
H -0.32782 -0.52141 4.41112
H 0.08141 1.95253 4.45220
H -1.52997 1.57543 3.84117
H -0.24331 2.02567 2.72008
*
```

---

# C15H15ClF2N2O2S

A single C15H15ClF2N2O2S molecule at a distorted geometry (ωB97M-V with the def2-TZVPD basis set, the OMol25 dataset).

Results
HOMO ... -8.40 eV
SMILES ... CCCc1cc(=O)[nH]c(SCc2cc(Cl)ccc2OC(F)F)n1

The geometry in ORCA input format:
```
! wB97M-V def2-TZVPD RIJCOSX def2/J DEFGRID3
* xyz 0 1
C 4.31699 1.79314 -2.00767
C 3.39267 2.30165 -1.09749
H 2.39521 2.13791 -1.45850
H 3.35881 3.36722 -1.06358
C 3.49370 1.54781 0.14992
C 3.19187 0.15627 0.38470
C 4.07818 -0.75612 0.98847
C 3.88856 -2.02355 0.73408
O 4.57904 -2.90067 1.16754
N 2.67841 -2.41462 0.32708
C 1.73388 -1.23675 -0.12612
N 1.94202 -0.07649 -0.26413
S 0.30876 -2.23413 -0.90959
C -0.51623 -0.41181 -1.28688
C -1.76331 -0.25820 -0.62674
C -3.00958 -0.94283 -0.65354
C -4.03305 -0.85214 0.04205
C -4.07686 0.14268 1.13722
C -2.75938 0.96858 1.28398
C -1.76021 0.68834 0.69746
O -0.57810 1.30045 0.81638
C -0.54702 2.66903 0.66230
F -0.56596 2.82298 -0.78406
F -1.45450 3.42969 1.19724
H 0.55090 3.14381 0.55874
H -2.73700 1.57931 2.16175
H -4.91357 0.17939 1.64702
Cl -5.49032 -1.36473 -0.41840
H -3.05364 -1.64292 -1.49152
H -0.76022 -0.67063 -2.30227
H 0.23781 0.37700 -1.24683
H 2.35388 -3.37508 0.19881
H 5.14996 -0.25504 1.22215
H 2.74498 2.05492 0.98388
H 4.44873 1.87994 0.64311
H 5.31541 2.25339 -1.73628
H 4.22854 0.71717 -2.35070
H 4.09288 2.24758 -2.80768
*
```

---

# C30H57BIrO2P2

C30H57BIrO2P2 as an isolated structure at a distorted geometry (ωB97M-V with the def2-TZVPD basis set, the OMol25 dataset).

Results
HOMO (spin up / spin down) ... -11.32 / -12.47 eV

The geometry in ORCA input format:
```
! wB97M-V def2-TZVPD RIJCOSX def2/J DEFGRID3
* xyz 2 6
Ir -0.72629 -0.14170 -0.91735
C -3.21494 1.78298 -0.28945
C -3.80147 0.94123 -1.29312
C -2.51567 -0.41525 0.11879
C -2.52277 1.00919 0.63238
C -3.40126 -0.37782 -1.07095
C -3.32457 3.25611 -0.17299
H -3.45332 3.71203 -1.16131
H -2.40369 3.65592 0.28277
H -4.16686 3.55754 0.47183
C -2.19696 1.45998 2.00621
H -1.32442 2.13313 2.04396
H -1.99892 0.61838 2.67191
H -3.03381 2.04362 2.44475
C -2.79699 -1.48662 1.12372
H -3.86913 -1.49061 1.40126
H -2.24010 -1.33927 2.05378
H -2.53920 -2.46433 0.70355
C -3.87040 -1.56776 -1.82285
H -4.93836 -1.79048 -1.60373
H -3.25809 -2.45384 -1.56753
H -3.79933 -1.43207 -2.91439
C -4.66233 1.41209 -2.40141
H -5.59572 1.83834 -2.00408
H -4.91348 0.59279 -3.08262
H -4.15734 2.20284 -2.97803
C 1.18970 0.45535 -1.20859
C 0.22490 1.53242 -1.42659
C -0.08625 2.00474 -2.83052
C -0.99126 1.02394 -3.61127
C -1.22572 -0.29637 -2.95582
C -0.25012 -1.28205 -2.50867
C 1.17778 -1.20300 -3.08981
C 1.97606 -0.14112 -2.33411
H 0.84461 2.18501 -3.38854
H -0.62203 0.92150 -4.63799
H -0.57853 2.99378 -2.78474
H 2.35075 0.66654 -2.97444
H 1.80668 0.46346 -0.30761
H 0.31046 2.35023 -0.69270
H 2.86103 -0.61682 -1.89193
H 1.67246 -2.19330 -3.01122
H -0.60361 -2.32481 -2.38411
H 1.19018 -0.93660 -4.16771
H -1.96930 1.51377 -3.71999
H -2.13488 -0.75579 -3.37757
P 2.18906 3.90082 -0.19878
C 1.84510 4.58726 1.47297
H 2.72854 5.10180 1.85679
H 1.55548 3.79920 2.17653
H 1.02829 5.31483 1.38865
C 3.76720 2.99482 0.09523
H 4.49819 3.60217 0.63871
H 4.19824 2.72383 -0.88054
H 3.56603 2.07728 0.66808
C 2.86007 5.42840 -0.97414
H 3.45120 5.18059 -1.85584
H 3.48764 5.98333 -0.27839
H 2.02244 6.06837 -1.26359
P 1.15368 -4.05754 -0.52564
C -0.26522 -4.90747 -1.31390
H 0.11983 -5.53679 -2.13081
H -0.96376 -4.16959 -1.73410
H -0.80933 -5.49143 -0.55448
C 2.49325 -4.44469 -1.69838
H 2.08163 -4.59670 -2.71024
H 2.98745 -5.34133 -1.30907
H 3.18811 -3.58626 -1.68842
C 1.48182 -5.18794 0.86141
H 1.69065 -6.17539 0.42547
H 0.58785 -5.20398 1.50198
H 2.34012 -4.79491 1.43081
C 1.11580 1.16932 3.60111
C 1.43439 -0.04925 2.74500
C 2.94392 -0.21617 2.69528
O 0.93534 0.34246 1.45158
B 0.16042 -0.68099 0.85294
O 0.08089 -1.77035 1.75558
C 0.66424 -1.39939 3.02944
C 1.47410 -2.57446 3.53968
C -0.44827 -1.21398 4.04614
H 0.05531 1.46769 3.49061
H 1.73475 2.00841 3.23736
H 1.34981 0.98551 4.66146
H 3.43427 0.68119 2.29934
H 3.33174 -0.35146 3.71541
H 3.24822 -1.08204 2.09725
H 1.82653 -2.36065 4.55522
H 0.83560 -3.46408 3.58993
H 2.33013 -2.83416 2.91273
H -1.15699 -0.42800 3.75725
H -1.00127 -2.15539 4.15312
H -0.04992 -0.96013 5.04205
*
```

---

# C57H51BrN4O2P2SZr

C57H51BrN4O2P2SZr as an isolated structure (ωB97M-V with the def2-TZVPD basis set, the OMol25 dataset).

Results
HOMO (spin up / spin down) ... -8.24 / -9.50 eV

The geometry in ORCA input format:
```
! wB97M-V def2-TZVPD RIJCOSX def2/J DEFGRID3
* xyz 1 2
Zr 0.88914 0.19534 1.65804
C 1.80603 2.52844 4.46916
O 0.92926 1.61288 3.79973
C -0.01817 1.02519 4.65504
C -0.69232 1.74355 5.61975
C -1.60746 1.08600 6.43274
C -1.80666 -0.27752 6.27183
C -1.12124 -0.98607 5.29317
C -0.23003 -0.32840 4.45163
N 0.46071 -0.94240 3.38356
N 0.08251 -2.24134 3.23093
C 0.67762 -3.04742 2.33690
C 1.68755 -2.69684 1.41787
O 1.92635 -1.40592 1.11311
C 2.46746 -3.69651 0.80830
C 2.14951 -5.01391 0.93124
C 1.00044 -5.41665 1.67892
C 0.57966 -6.76416 1.71226
C -0.53471 -7.13284 2.41561
C -1.27214 -6.16064 3.11662
C -0.87460 -4.84809 3.11111
C 0.26854 -4.44767 2.39028
H 1.30561 3.47995 4.64613
H 2.12747 2.09485 5.41534
H 2.66664 2.68899 3.82883
H -0.52563 2.80597 5.73779
H -2.14774 1.63725 7.18999
H -2.50641 -0.79938 6.91107
H -1.26187 -2.04768 5.16316
H 3.31148 -3.38079 0.20825
H 2.74851 -5.76987 0.43838
H 1.15072 -7.50259 1.16146
H -0.85352 -8.16699 2.42986
H -2.15646 -6.45328 3.66829
H -1.44475 -4.09289 3.63370
C -0.63294 2.00544 -2.76816
N -1.40034 0.79252 -2.84409
C -0.61175 -0.41614 -2.74027
P -0.14081 -1.10484 -1.03947
C -1.68686 -1.98662 -0.60948
C -2.91131 -1.33241 -0.74399
C -4.09696 -1.97864 -0.42955
C -4.07470 -3.28272 0.04778
C -2.85924 -3.92502 0.23240
C -1.67399 -3.27717 -0.08577
C 0.92861 -2.38825 -1.79591
C 0.49531 -3.61572 -2.29029
C 1.39194 -4.47895 -2.90823
C 2.71792 -4.11179 -3.08412
C 3.14639 -2.86533 -2.64902
C 2.25746 -2.01883 -2.00633
C -2.69432 0.78845 -3.41897
C -3.31502 -0.39476 -3.83616
C -4.58191 -0.37761 -4.39953
C -5.27898 0.80761 -4.57001
C -4.68299 1.98139 -4.14135
C -3.41858 1.97399 -3.57047
P -0.04654 2.61251 -1.09081
C 0.87422 4.09369 -1.67822
C 0.76102 5.32993 -1.03767
C 1.57289 6.40026 -1.39814
C 2.52234 6.25549 -2.39646
C 2.63820 5.03890 -3.05646
C 1.83032 3.97117 -2.69642
C -1.49809 3.46548 -0.36320
C -2.35101 4.23934 -1.15127
C -3.43670 4.89290 -0.59379
C -3.68492 4.79050 0.77017
C -2.81123 4.07830 1.57537
C -1.71623 3.43438 1.01212
H -1.14102 2.83124 -3.25611
H 0.30869 1.85105 -3.30844
H 0.34752 -0.26147 -3.24969
H -1.10051 -1.24419 -3.23753
H -2.95045 -0.30720 -1.08796
H -5.03711 -1.45673 -0.55396
H -5.00075 -3.79411 0.27641
H -2.82283 -4.93281 0.62613
H -0.73624 -3.79233 0.07848
H -0.54095 -3.91140 -2.20391
H 1.04180 -5.43878 -3.26566
H 3.41195 -4.79045 -3.56247
H 4.17350 -2.55681 -2.80374
H 2.60283 -1.05980 -1.64309
H -2.84408 -1.35715 -3.71912
H -5.02481 -1.31734 -4.70407
H -6.26172 0.81462 -5.02046
H -5.20287 2.92577 -4.24158
H -3.01996 2.91490 -3.23019
H 0.01440 5.47417 -0.26613
H 1.46243 7.34774 -0.88654
H 3.16664 7.08265 -2.66322
H 3.35915 4.92061 -3.85560
H 1.94322 3.04043 -3.23927
H -2.14768 4.37387 -2.20582
H -4.08242 5.49261 -1.22200
H -4.54430 5.28450 1.20448
H -2.97760 4.01919 2.64348
H -1.02659 2.91396 1.66211
C 5.05106 1.29723 -2.86715
C 4.79624 0.94637 -1.42632
C 5.79182 0.48367 -0.57411
C 5.50352 0.20133 0.75196
C 4.19901 0.37785 1.16681
Br 3.71902 0.07282 2.97489
N 3.21930 0.77365 0.37303
C 3.52295 1.06411 -0.89192
H 6.11574 1.28199 -3.09165
H 4.66691 2.29234 -3.09549
H 4.55581 0.58806 -3.53350
H 6.80149 0.35017 -0.94400
H 6.26102 -0.14056 1.44172
H 2.69904 1.42134 -1.50261
S 2.17706 3.78474 1.27696
C 1.46493 2.45919 1.24600
C -1.35138 0.25898 1.63763
H -1.83938 0.67014 0.74987
H -1.71503 0.83581 2.49783
H -1.72209 -0.76198 1.77129
*
```

---

# C3H9NOS

A 2-piece molecular cluster, C3H9NOS overall (ωB97M-V with the def2-TZVPD basis set, the OMol25 dataset).

Results
HOMO ... -8.60 eV
SMILES ... NC=O.CSC

The geometry in ORCA input format:
```
! wB97M-V def2-TZVPD RIJCOSX def2/J DEFGRID3
* xyz 0 1
S 3.93828 3.28484 1.83449
C 2.41533 4.16594 2.21660
C 3.76860 1.94915 3.02985
H 2.35378 5.04533 1.55366
H 2.40175 4.51295 3.26351
H 1.52876 3.53275 2.04432
H 3.73172 2.33434 4.06275
H 2.85873 1.35414 2.84356
H 4.64683 1.28910 2.93167
O -0.27691 0.40370 1.03466
C -0.00928 0.14312 -0.12449
N 1.09591 0.58196 -0.78197
H -0.66235 -0.49484 -0.76807
H 1.76645 1.17585 -0.28780
H 1.26193 0.32590 -1.75839
*
```